60
Properties=species:S:1:pos:R:3:lowdin_charge:R:1 method="wB97M-V/def2-TZVPD" e_tot_ha=-2031.38298 mol_weight_g_mol=508.4 charge=-1 homo_lumo_gap_ev=6.5
C 6.3720 1.6458 2.4467 -0.130
O 5.1347 1.7684 1.6602 -0.270
C 5.3838 1.6932 0.2101 -0.218
C 4.7002 2.8993 -0.6649 -0.185
C 3.7097 3.8970 0.2019 -0.211
C 2.3611 3.0589 0.6125 -0.221
C 1.1047 3.9948 1.1301 -0.219
C -0.3710 3.4175 0.6988 -0.197
C -0.9120 2.1576 1.5974 -0.158
N 0.1637 1.3595 2.2999 -0.098
F -0.2166 1.3790 3.6280 -0.072
C 0.0680 -0.1396 1.9486 -0.200
C 1.0626 -0.5896 0.7256 -0.050
C 0.0236 -1.0055 -0.6629 -0.193
C -0.4340 0.3592 -1.6338 -0.035
O 0.6618 -0.7857 -2.0729 -0.199
C 0.6142 -0.9210 3.3228 -0.428
O 1.9437 -0.8106 3.5495 -0.166
O -0.2862 -1.6360 4.2481 -0.291
H 7.2939 2.2228 2.0138 0.090
H 6.6162 0.5092 2.5919 0.100
H 6.1292 2.0966 3.5227 0.109
H 6.5569 1.6020 0.0531 0.116
H 4.9105 0.6618 -0.1584 0.133
H 4.0411 2.3780 -1.5082 0.114
H 5.5680 3.5066 -1.2047 0.107
H 4.2450 4.4414 1.0959 0.118
H 3.3739 4.7501 -0.5598 0.108
H 1.9483 2.4685 -0.3393 0.108
H 2.5828 2.2898 1.4870 0.120
H 1.2284 5.0370 0.5611 0.101
H 1.1773 4.2806 2.2866 0.126
H -1.1401 4.3111 0.8860 0.109
H -0.3479 3.2334 -0.4566 0.095
H -1.4777 1.4159 0.8708 0.110
H -1.6602 2.5621 2.4048 0.134
H -1.0450 -0.5024 1.8107 0.144
H 1.6961 0.3005 0.2975 0.094
H 1.6996 -1.5593 0.9436 0.127
H -0.8266 -1.9133 -0.4992 0.146
H -1.5451 0.0215 -1.7892 0.091
H -0.0252 1.1075 -0.8324 0.058
C -4.1382 -4.7309 -1.0256 -0.052
C -5.0505 -5.2775 -2.1343 -0.431
C -4.5324 -5.0703 -3.5524 -0.291
F -4.3841 -3.7633 -3.8643 0.086
F -5.4104 -5.5772 -4.4607 0.085
F -6.2990 -4.7610 -1.9793 0.122
F -5.1804 -6.6260 -1.9214 0.097
O -4.4782 -3.4416 -0.5070 0.037
C -3.9870 -2.3330 -1.2578 -0.478
C -5.1080 -1.4892 -1.8785 -0.262
F -5.8937 -2.2270 -2.7037 0.084
F -4.6005 -0.4763 -2.6304 0.091
F -3.0909 -2.7748 -2.1716 0.118
F -3.2779 -1.5756 -0.3773 0.125
H -4.2548 -5.4051 -0.1674 0.153
H -3.0752 -4.8015 -1.2840 0.148
H -3.5751 -5.5763 -3.7040 0.175
H -5.7471 -1.0566 -1.1036 0.176